Record 1
{"formula": "C19H43N2O3P2Pm", "method": "wB97M-V/def2-TZVPD", "max_force_ha_per_bohr": 0.1292, "charge": 2, "molar_mass_g_mol": 554.51, "homo_ev": [-12.28, -12.34], "multiplicity": 5, "symbols": ["Pm", "P", "P", "N", "C", "H", "H", "C", "H", "H", "C", "H", "H", "C", "H", "H", "C", "C", "H", "H", "H", "C", "C", "H", "H", "H", "C", "C", "H", "H", "H", "C", "C", "H", "H", "H", "C", "O", "C", "H", "H", "H", "C", "H", "H", "H", "C", "H", "H", "H", "C", "H", "H", "H", "H", "H", "H", "H", "H", "H", "N", "C", "C", "O", "O", "H", "H", "H", "H", "H"], "coordinates": [[-0.1483, -0.3435, 0.4871], [0.6741, 2.3977, 0.7622], [0.2268, -2.0086, -1.6996], [1.4773, 0.5899, -1.5050], [1.8491, 2.9595, -0.5400], [1.5251, 3.8925, -1.0018], [2.8493, 3.0996, -0.1067], [1.9450, 1.9339, -1.6897], [1.4713, 2.3098, -2.6742], [3.0981, 1.9446, -1.8286], [2.1962, -0.2840, -2.4054], [2.9350, -0.9220, -1.8815], [2.7731, 0.2115, -3.2020], [1.1862, -1.2690, -3.0529], [1.7074, -1.9659, -3.7397], [0.5152, -0.6030, -3.6206], [-1.0275, -2.9365, -2.6122], [-2.2054, -1.9777, -2.8763], [-1.8914, -1.1034, -3.4700], [-2.6326, -1.6120, -1.9254], [-2.9886, -2.5215, -3.4342], [1.4807, -3.1538, -0.9553], [1.0344, -3.8088, 0.3816], [1.9266, -3.9713, 1.0140], [0.5518, -4.7790, 0.1831], [0.3335, -3.2020, 0.9886], [1.7010, 2.5415, 2.3164], [0.8488, 2.3266, 3.5884], [1.5037, 2.1663, 4.4628], [0.1962, 1.4412, 3.5166], [0.2268, 3.2121, 3.7829], [-0.6411, 3.7112, 0.7724], [-1.8843, 3.2382, 1.5526], [-2.6540, 4.0294, 1.5296], [-1.6408, 3.0153, 2.6042], [-2.3218, 2.3388, 1.0935], [-1.2834, 0.9085, -1.1328], [-1.7613, 1.5482, -1.9846], [1.9754, -4.1787, -2.0005], [1.5370, -4.0184, -2.9936], [3.0661, -4.0749, -2.1225], [1.7726, -5.2091, -1.6768], [2.6429, 3.7616, 2.4149], [2.8181, 4.0168, 3.4727], [3.6243, 3.5409, 1.9632], [2.2179, 4.6316, 1.9052], [-0.1616, 5.0875, 1.2427], [-0.9882, 5.8103, 1.1715], [0.1569, 5.0712, 2.2925], [0.6583, 5.4711, 0.6243], [-1.4690, -4.1902, -1.8533], [-1.7385, -3.9442, -0.8134], [-2.3542, -4.6328, -2.3374], [-0.6922, -4.9676, -1.8230], [-0.5591, -3.1951, -3.5745], [-0.9102, 3.7790, -0.3000], [2.3715, -2.5348, -0.7329], [2.3867, 1.6771, 2.2326], [4.2030, 0.3499, 0.4190], [4.6903, 0.7931, -0.0453], [-4.8427, -2.0818, 1.9077], [-3.7120, -1.6162, 2.7062], [-2.7103, -1.0413, 1.7378], [-2.9842, -0.9659, 0.5026], [-1.5461, -0.7793, 2.2252], [-5.0085, -1.3678, 1.1869], [-5.6752, -2.2179, 2.4828], [-4.7075, -3.0104, 1.4769], [-4.0558, -0.8892, 3.4456], [-3.1577, -2.4290, 3.1656]], "mulliken_spin": [4.0386, 0.0019, 0.0039, -0.0248, -0.0011, -0.0005, -0.0008, 0.0041, -0.0014, -0.0009, -0.0022, 0.0001, 0.0007, -0.0023, -0.0003, -0.0001, -0.0018, -0.0011, -0.0001, 0.0002, 0.0001, -0.0041, 0.0047, 0.0009, -0.0002, -0.0011, -0.0026, -0.0005, 0.0000, 0.0003, 0.0002, -0.0057, 0.0011, 0.0001, 0.0004, 0.0004, -0.0072, 0.0060, 0.0004, -0.0001, -0.0002, 0.0000, -0.0005, 0.0000, -0.0001, 0.0000, -0.0004, -0.0001, -0.0001, 0.0001, 0.0014, 0.0000, 0.0001, 0.0001, -0.0007, -0.0006, -0.0011, 0.0005, 0.0006, -0.0001, 0.0001, -0.0007, -0.0047, 0.0024, -0.0010, 0.0001, 0.0000, 0.0000, 0.0001, -0.0002]}



Record 2
{"formula": "C19H43N3O7P", "method": "wB97M-V/def2-TZVPD", "max_force_ha_per_bohr": 0.1620, "charge": 1, "molar_mass_g_mol": 456.54, "homo_ev": -10.83, "multiplicity": 1, "symbols": ["C", "C", "C", "C", "C", "N", "C", "C", "N", "P", "N", "O", "H", "H", "H", "H", "H", "H", "H", "H", "H", "H", "H", "H", "H", "H", "H", "C", "O", "C", "C", "O", "C", "C", "O", "C", "H", "H", "H", "H", "H", "H", "H", "H", "H", "H", "H", "H", "H", "H", "C", "O", "C", "C", "O", "C", "C", "O", "C", "H", "H", "H", "H", "H", "H", "H", "H", "H", "H", "H", "H", "H", "H"], "coordinates": [[2.6115, -1.4164, 0.4738], [2.2275, -0.6919, -0.9744], [0.9542, 0.3702, -0.7646], [-0.3464, -0.5911, -0.3858], [-1.7313, 0.2754, -0.1683], [-1.8435, 1.7409, 0.2542], [-3.3154, 2.1933, 0.3538], [-4.2748, 0.9083, -0.0593], [-3.1867, -0.1116, -0.3106], [-3.6697, -1.7724, -0.7582], [-3.9808, -2.5761, 0.8436], [-5.2165, -1.7640, -1.5931], [1.8991, -0.9052, 1.2744], [3.7266, -1.2081, 0.7840], [2.3324, -2.5687, 0.4724], [1.8018, -1.5482, -1.6839], [3.1741, -0.1680, -1.4212], [0.7866, 1.0185, -1.7286], [1.2217, 1.0958, 0.1162], [-0.5040, -1.2906, -1.3315], [-0.1729, -1.2584, 0.5660], [-0.9947, 2.3476, 0.4681], [-3.7087, 3.2519, 0.6775], [-5.4451, 0.8170, -0.1356], [-4.2997, -1.7692, 1.4602], [-2.9932, -2.7577, 1.1969], [-5.1762, -2.4010, -2.3828], [7.9622, -0.4178, -6.7709], [6.9017, -1.1654, -6.1992], [7.0301, -1.2965, -4.7830], [5.6530, -1.4348, -4.1274], [4.9536, -0.1879, -4.0186], [4.4089, 0.3337, -5.2389], [3.1976, -0.4564, -5.7423], [3.6245, -1.6446, -6.4121], [2.6121, -2.6386, -6.4429], [8.9170, -0.9251, -6.6123], [7.7790, -0.3275, -7.8445], [7.9905, 0.5897, -6.3437], [7.5481, -0.4256, -4.3568], [7.6234, -2.1959, -4.5892], [5.8049, -1.7736, -3.0967], [5.0390, -2.1909, -4.6186], [5.1766, 0.4329, -6.0020], [4.0716, 1.3469, -4.9948], [2.6408, 0.1470, -6.4688], [2.5444, -0.7021, -4.8997], [2.3216, -2.9185, -5.4256], [3.0184, -3.5248, -6.9381], [1.7429, -2.2834, -7.0029], [-3.3199, 3.5930, 8.0361], [-3.1936, 2.3903, 7.2959], [-3.9441, 1.3182, 7.8674], [-4.3796, 0.3274, 6.7839], [-5.4964, 0.7910, 6.0133], [-5.2151, 1.8289, 5.0639], [-4.4131, 1.3368, 3.8557], [-3.0273, 1.2330, 4.1897], [-2.3341, 0.3341, 3.3382], [-2.9202, 3.4652, 9.0450], [-2.7528, 4.3735, 7.5227], [-4.3684, 3.9050, 8.0783], [-4.8341, 1.7000, 8.3876], [-3.2960, 0.8131, 8.5908], [-4.7290, -0.5831, 7.2831], [-3.5498, 0.0331, 6.1398], [-4.7463, 2.6844, 5.5431], [-6.1938, 2.1639, 4.7038], [-4.4993, 2.0609, 3.0372], [-4.8038, 0.3695, 3.5258], [-2.7672, -0.6684, 3.4085], [-1.2940, 0.2809, 3.6717], [-2.3599, 0.6883, 2.3041]], "lowdin_charge": [-0.1321, -0.2284, -0.2074, -0.1276, -0.0886, 0.0576, 0.0275, 0.0229, -0.2646, 0.8981, -0.1742, -0.3420, 0.0654, 0.0892, 0.0900, 0.1117, 0.1148, 0.1245, 0.1117, 0.1286, 0.1255, 0.1703, 0.1353, 0.1504, 0.0276, 0.0397, 0.0847, -0.1063, -0.2080, -0.1899, -0.1724, -0.1523, -0.1672, -0.1934, -0.2042, -0.1070, 0.0884, 0.0912, 0.0867, 0.1271, 0.1260, 0.1230, 0.1171, 0.1178, 0.1245, 0.1258, 0.1140, 0.0804, 0.0930, 0.0864, -0.1069, -0.2134, -0.1881, -0.1680, -0.1302, -0.1626, -0.1919, -0.1916, -0.1077, 0.0895, 0.0891, 0.0880, 0.1293, 0.1267, 0.1288, 0.1143, 0.1185, 0.1292, 0.1019, 0.1202, 0.0832, 0.0984, 0.0320]}



Record 3
{"formula": "C19H43P3SSeY", "method": "wB97M-V/def2-TZVPD", "max_force_ha_per_bohr": 0.0631, "charge": 3, "molar_mass_g_mol": 564.41, "homo_ev": -15.60, "multiplicity": 1, "symbols": ["Y", "P", "P", "P", "H", "C", "C", "H", "C", "C", "C", "C", "C", "C", "C", "C", "C", "H", "H", "H", "H", "H", "H", "H", "H", "H", "H", "H", "H", "H", "H", "H", "H", "H", "H", "H", "H", "H", "H", "H", "H", "H", "H", "H", "H", "H", "C", "C", "C", "C", "C", "C", "Se", "H", "H", "H", "H", "H", "H", "C", "S", "C", "H", "H", "H", "H", "H", "H"], "coordinates": [[0.2833, 0.1595, 0.4253], [0.6479, 0.3143, 3.1622], [-1.1248, 2.7495, -0.0147], [0.2780, -2.7643, 0.2704], [-1.1844, 0.7916, -4.4598], [-1.3595, -0.2790, -4.2827], [-2.4515, -0.7480, -3.6721], [-3.2733, -0.0906, -3.3393], [2.4062, 0.7056, 3.5423], [-0.2123, 1.5605, 4.2153], [0.4221, -1.1947, 4.1990], [-1.9504, 3.0998, -1.5712], [-2.3106, 3.1475, 1.2964], [0.2529, 3.9141, 0.1992], [-0.3156, -3.4249, -1.3466], [-0.6103, -3.8806, 1.4425], [1.9719, -3.4707, 0.3333], [-0.5420, -0.9483, -4.6134], [-2.6418, -1.8248, -3.5599], [2.5337, 0.8503, 4.6317], [2.6886, 1.6239, 3.0076], [3.0470, -0.1111, 3.1829], [0.2512, 1.5939, 5.2216], [-1.2806, 1.2977, 4.3016], [-0.1342, 2.5546, 3.7393], [0.7211, -0.9896, 5.2448], [1.0352, -2.0161, 3.7878], [-0.6364, -1.5038, 4.1656], [-1.5774, 4.0510, -1.9602], [-3.0329, 3.1025, -1.3883], [-1.7253, 2.2930, -2.2822], [-2.3763, 4.2386, 1.3388], [-2.0158, 2.7735, 2.2852], [-3.2828, 2.7297, 1.0289], [-0.0780, 4.8527, -0.2698], [1.1810, 3.5777, -0.2849], [0.4649, 4.1110, 1.2628], [0.3433, -4.2394, -1.6791], [-0.2987, -2.6215, -2.0970], [-1.3459, -3.7966, -1.2632], [-0.1878, -4.8973, 1.4080], [-1.6816, -3.9284, 1.2016], [-0.5100, -3.4925, 2.4657], [2.0183, -4.4402, -0.1808], [2.3033, -3.5622, 1.3762], [2.6559, -2.7617, -0.1716], [3.3170, 0.3427, -2.0359], [2.4942, 0.5712, -3.1638], [3.0882, 0.8323, -4.4098], [4.4623, 0.9138, -4.5534], [5.2670, 0.7880, -3.4186], [4.7071, 0.5544, -2.1715], [2.8233, -0.3277, -0.2459], [-1.4429, 1.1983, -0.1546], [1.4027, 0.5308, -3.0963], [2.4743, 0.9635, -5.3024], [4.9213, 1.0750, -5.5292], [6.3470, 0.8650, -3.5095], [5.3584, 0.4882, -1.2994], [-3.7587, -0.0691, 2.0899], [-2.4448, -0.8392, 1.0897], [-3.4298, -1.6717, -0.1846], [-3.4936, 0.9572, 2.3479], [-3.8632, -0.6706, 3.0012], [-4.7035, -0.0817, 1.5400], [-3.3085, -2.7500, -0.0526], [-4.4797, -1.4006, -0.0533], [-3.1035, -1.3762, -1.1868]], "lowdin_charge": [0.6986, 0.7090, 0.8366, 0.7186, 0.0537, -0.0738, -0.0999, 0.0568, -0.2604, -0.2599, -0.2442, -0.1778, -0.1890, -0.1511, -0.2369, -0.2542, -0.2966, 0.0713, 0.0624, 0.0769, 0.0485, 0.0505, 0.0803, 0.0492, 0.0346, 0.0817, 0.0504, 0.0479, 0.0831, 0.0877, 0.0505, 0.0954, 0.0435, 0.0663, 0.1007, 0.0771, 0.0826, 0.0671, 0.0260, 0.0490, 0.0778, 0.0342, 0.0266, 0.0690, 0.0599, -0.0551, -0.5741, -0.1362, -0.0783, -0.0509, -0.0502, -0.1416, 0.6514, -0.0208, 0.0628, 0.1156, 0.1260, 0.1245, 0.1007, -0.3080, 0.7049, -0.3073, 0.0106, 0.0652, 0.0625, 0.0440, 0.0630, 0.0114]}